{"formula": "C75H203N27O28", "method": "the ωB97M-V functional and the def2-TZVPD basis", "multiplicity": 1, "e_lumo_ev": 0.0, "energy_ev": -178611.0840, "orbital_gap_ev": 8.10, "homo_energy_ev": -8.1, "species": ["C", "C", "C", "O", "C", "N", "H", "H", "H", "H", "H", "H", "H", "H", "H", "H", "H", "C", "C", "C", "O", "C", "N", "H", "H", "H", "H", "H", "H", "H", "H", "H", "H", "H", "C", "C", "C", "O", "C", "N", "H", "H", "H", "H", "H", "H", "H", "H", "H", "H", "H", "C", "C", "C", "O", "C", "N", "H", "H", "H", "H", "H", "H", "H", "H", "H", "H", "H", "C", "C", "C", "O", "C", "N", "H", "H", "H", "H", "H", "H", "H", "H", "H", "H", "H", "C", "O", "C", "C", "N", "C", "C", "O", "C", "H", "H", "H", "H", "H", "H", "H", "H", "H", "H", "H", "H", "H", "H", "H", "C", "O", "C", "C", "N", "C", "C", "O", "C", "H", "H", "H", "H", "H", "H", "H", "H", "H", "H", "H", "H", "H", "H", "H", "C", "O", "C", "C", "N", "C", "C", "O", "C", "H", "H", "H", "H", "H", "H", "H", "H", "H", "H", "H", "H", "H", "H", "H", "C", "O", "C", "C", "N", "C", "C", "O", "C", "H", "H", "H", "H", "H", "H", "H", "H", "H", "H", "H", "H", "H", "H", "H", "C", "O", "C", "C", "N", "C", "C", "O", "C", "H", "H", "H", "H", "H", "H", "H", "H", "H", "H", "H", "H", "H", "H", "H", "C", "O", "C", "C", "N", "C", "C", "O", "C", "H", "H", "H", "H", "H", "H", "H", "H", "H", "H", "H", "H", "H", "H", "H", "C", "O", "C", "C", "N", "C", "C", "O", "C", "H", "H", "H", "H", "H", "H", "H", "H", "H", "H", "H", "H", "H", "H", "H", "C", "O", "C", "C", "N", "C", "C", "O", "C", "H", "H", "H", "H", "H", "H", "H", "H", "H", "H", "H", "H", "H", "H", "H", "C", "O", "N", "N", "H", "H", "H", "H", "C", "O", "N", "N", "H", "H", "H", "H", "C", "O", "N", "N", "H", "H", "H", "H", "C", "O", "N", "N", "H", "H", "H", "H", "C", "O", "N", "N", "H", "H", "H", "H", "C", "O", "N", "N", "H", "H", "H", "H", "C", "O", "N", "N", "H", "H", "H", "H"], "positions_angstrom": [[6.70303, -1.85104, 6.22048], [6.77975, -2.76990, 5.03591], [6.99546, -4.31440, 5.39376], [8.19879, -4.45029, 5.98590], [8.53675, -5.74933, 6.45449], [5.58867, -2.63923, 4.24496], [6.29016, -2.32598, 7.11046], [6.30641, -0.87038, 5.95761], [7.71200, -1.48813, 6.41644], [7.59919, -2.55998, 4.34848], [6.83956, -4.94958, 4.52178], [6.21292, -4.63820, 6.07996], [9.06902, -6.30870, 5.68514], [7.69849, -6.22377, 6.96472], [9.41372, -5.70950, 7.10057], [5.49735, -1.66155, 4.00852], [4.84269, -2.78739, 4.90953], [1.13012, -4.34857, -0.27737], [1.80686, -3.48392, 0.87674], [3.30168, -3.27341, 0.61727], [4.11200, -4.48531, 0.67601], [5.22347, -4.34341, 1.47353], [1.04240, -2.22293, 0.88726], [0.13313, -4.62380, 0.06667], [1.63480, -5.29967, -0.44708], [1.17576, -3.87185, -1.25652], [1.72628, -3.96242, 1.85277], [3.51413, -2.59411, 1.44281], [3.38147, -2.67099, -0.28763], [5.85677, -3.50699, 1.17787], [5.99980, -5.07781, 1.25889], [4.88550, -4.10268, 2.48146], [0.27841, -2.52481, 1.47489], [1.52586, -1.52300, 1.43176], [-3.35680, 3.44754, -0.24828], [-4.04022, 2.09417, -0.21362], [-4.64477, 1.61390, -1.54796], [-5.69957, 0.64266, -1.28332], [-5.33228, -0.73196, -1.36135], [-3.10443, 1.18155, 0.33120], [-3.97453, 4.32772, -0.42662], [-2.47246, 3.49524, -0.88372], [-2.91996, 3.73481, 0.70815], [-4.88732, 2.26674, 0.45027], [-3.83164, 1.25987, -2.18167], [-4.97648, 2.47980, -2.12091], [-4.65864, -0.92800, -0.52716], [-4.82956, -0.77990, -2.32731], [-6.14333, -1.45834, -1.41295], [-2.63890, 1.40247, 1.19987], [-2.27858, 1.11616, -0.24655], [0.74940, -0.53850, -7.92272], [0.69165, -0.17962, -6.45300], [2.21958, 0.21375, -6.08375], [2.53717, 0.33939, -4.68745], [2.64047, -0.95995, -3.97903], [-0.25341, 0.91001, -6.33872], [1.56933, -1.23357, -8.10354], [1.05835, 0.28157, -8.57090], [-0.19129, -0.85077, -8.37625], [0.35912, -1.07121, -5.92143], [2.50203, 1.18570, -6.48827], [2.92433, -0.47480, -6.54994], [1.72686, -1.54142, -4.10282], [2.74668, -0.52586, -2.98485], [3.47726, -1.58937, -4.28187], [-0.50663, 0.78602, -5.36887], [-1.04435, 0.63534, -6.90356], [2.19736, 5.24298, 3.87752], [2.21719, 3.82704, 4.43498], [2.65487, 3.75865, 5.88070], [4.02747, 4.28902, 5.91338], [4.66476, 3.91293, 7.11680], [0.94506, 3.18378, 4.23755], [1.48728, 5.92515, 4.34502], [1.94721, 5.21602, 2.81695], [3.21197, 5.62878, 3.97653], [2.91245, 3.22084, 3.85426], [2.79672, 2.67929, 5.93507], [1.92204, 4.34482, 6.43519], [4.98700, 2.87434, 7.04213], [3.97519, 4.21151, 7.90638], [5.56276, 4.50000, 7.30927], [0.29742, 3.66022, 4.84882], [1.01889, 2.21322, 4.50713], [6.61169, 3.55680, 3.97936], [7.18162, 3.74561, 5.25159], [8.57817, 4.05707, 5.12606], [9.22903, 4.71918, 6.37644], [8.51519, 5.93486, 6.82132], [9.09998, 6.40262, 8.03198], [8.28305, 7.55316, 8.44523], [6.90928, 7.17600, 8.55971], [6.71881, 6.40420, 9.76391], [6.98595, 2.64284, 3.51818], [6.61068, 4.37380, 3.25782], [5.58530, 3.19066, 3.95561], [8.69541, 4.69027, 4.24663], [9.21106, 3.18682, 4.95219], [10.17274, 5.16733, 6.06551], [9.47754, 4.07711, 7.22147], [7.54633, 6.15701, 6.64232], [10.15956, 6.61564, 7.89053], [9.09696, 5.60828, 8.77837], [8.26875, 8.32565, 7.67637], [8.69660, 8.01135, 9.34363], [6.98417, 5.35230, 9.65815], [5.64666, 6.39474, 9.96014], [7.19559, 6.81954, 10.65176], [-5.47103, 4.03039, -5.01491], [-5.99686, 2.85112, -4.48036], [-7.31542, 3.05574, -4.04481], [-7.92225, 1.62340, -3.87717], [-8.49633, 1.07849, -5.06029], [-7.37000, 0.70242, -5.93826], [-7.86713, -0.20611, -7.00888], [-6.88218, -0.56992, -8.02900], [-7.29861, -1.55261, -8.91867], [-5.28878, 4.01019, -6.08938], [-4.47722, 4.04260, -4.56738], [-5.94510, 4.90455, -4.56861], [-7.95095, 3.62218, -4.72550], [-7.12896, 3.58579, -3.11078], [-8.68555, 1.64104, -3.09926], [-7.20524, 0.98904, -3.35604], [-9.05565, 0.29216, -4.76205], [-6.58102, 0.06442, -5.54006], [-6.87928, 1.54968, -6.41728], [-8.78546, 0.18435, -7.44742], [-8.19503, -1.12000, -6.51351], [-8.01096, -1.18396, -9.65675], [-7.68181, -2.42514, -8.38958], [-6.44612, -1.81147, -9.54666], [-2.21284, -5.27060, -7.85478], [-2.34531, -4.35740, -6.77508], [-1.04975, -3.96680, -6.45461], [-0.38402, -4.83934, -5.33314], [-1.39052, -4.94278, -4.21320], [-1.17268, -5.95428, -3.20610], [-2.40724, -6.01619, -2.25734], [-3.64782, -6.42148, -2.80630], [-4.76413, -6.18216, -1.95076], [-1.45664, -6.05294, -7.79000], [-1.82896, -4.67821, -8.68534], [-3.16334, -5.72451, -8.13517], [-1.40487, -3.00802, -6.07684], [-0.34581, -3.77524, -7.26448], [0.57526, -4.39251, -5.07195], [-0.17068, -5.83702, -5.71685], [-2.34360, -4.87820, -4.54117], [-0.32076, -5.59675, -2.62772], [-0.94999, -6.96471, -3.54895], [-2.35578, -5.03327, -1.78903], [-2.27620, -6.77740, -1.48825], [-5.06855, -5.16917, -1.68753], [-4.48447, -6.69244, -1.02907], [-5.61044, -6.63308, -2.46896], [-2.19848, -1.04912, -4.31678], [-1.10926, -0.28311, -3.81834], [-1.04123, -0.22835, -2.39919], [0.00867, 0.91071, -1.99467], [0.18502, 0.91496, -0.58937], [1.16101, 1.94948, -0.18618], [1.44135, 1.81678, 1.30098], [2.10147, 0.59797, 1.45889], [2.47374, 0.37512, 2.78290], [-3.18578, -0.87109, -3.89057], [-2.13963, -2.05597, -3.90339], [-2.43331, -1.09193, -5.38032], [-0.78437, -1.22235, -2.03301], [-1.98388, 0.02323, -1.91316], [-0.18343, 1.92315, -2.34987], [0.94905, 0.60126, -2.45075], [0.51452, -0.01356, -0.36712], [0.76559, 2.93611, -0.42765], [2.03725, 1.66252, -0.76750], [0.53256, 1.79659, 1.90247], [2.11949, 2.62348, 1.57928], [3.42287, 0.89000, 2.93173], [2.65566, -0.69325, 2.89953], [1.67534, 0.73838, 3.42996], [-3.05644, -1.12928, -9.72127], [-2.34997, -0.11398, -9.07828], [-2.89394, 1.12539, -9.48634], [-1.69937, 2.09286, -9.63704], [-2.10171, 3.53119, -9.61884], [-2.52649, 4.03696, -8.30984], [-2.54891, 5.57772, -8.46008], [-2.86103, 6.07460, -7.16067], [-3.23159, 7.41625, -7.09161], [-4.12559, -0.92070, -9.68231], [-2.95949, -2.08055, -9.19802], [-2.58135, -1.17168, -10.70136], [-3.63607, 1.56441, -8.81956], [-3.16296, 1.23428, -10.53699], [-1.19267, 1.86048, -10.57372], [-0.99680, 1.88121, -8.83099], [-2.58551, 3.80904, -10.46076], [-1.93532, 3.82454, -7.41906], [-3.51163, 3.60688, -8.12919], [-3.28729, 5.93610, -9.17733], [-1.62190, 6.13660, -8.58822], [-2.46552, 8.08932, -7.47658], [-3.42065, 7.54905, -6.02639], [-4.17303, 7.61834, -7.60245], [-4.74003, -0.28473, 3.38968], [-5.38665, -0.59316, 4.60524], [-4.81809, -1.44352, 5.55026], [-5.81204, -1.75102, 6.65713], [-6.25042, -0.66566, 7.48820], [-6.78178, 0.54466, 6.86251], [-8.13026, 0.25087, 6.17871], [-9.12543, -0.18187, 7.21664], [-10.39664, -0.70360, 6.66977], [-3.66590, -0.24168, 3.56993], [-5.15796, 0.66455, 3.05459], [-4.92136, -1.05828, 2.64347], [-3.97924, -0.92117, 6.01024], [-4.42280, -2.36392, 5.12047], [-5.35504, -2.47467, 7.33211], [-6.69071, -2.29047, 6.30353], [-6.94139, -0.99737, 8.14593], [-6.08573, 0.95505, 6.13093], [-7.05620, 1.38351, 7.50214], [-8.08185, -0.58675, 5.48289], [-8.48139, 1.14937, 5.67125], [-10.15434, -1.08795, 5.67898], [-11.09163, 0.11825, 6.49754], [-10.72250, -1.40570, 7.43723], [6.92989, 0.86543, 0.95847], [6.81911, 0.87403, -0.41293], [5.85970, -0.04903, -0.90298], [6.22963, -0.37459, -2.32682], [7.23487, -1.36293, -2.54877], [7.61376, -1.47989, -3.89736], [8.17455, -2.88520, -4.19610], [7.63333, -3.90894, -3.30008], [8.62865, -4.81754, -2.79454], [7.51833, 0.00636, 1.28075], [5.94488, 0.94908, 1.41767], [7.37071, 1.81641, 1.25746], [4.84153, 0.33999, -0.91276], [5.88424, -0.90198, -0.22476], [6.54393, 0.51756, -2.86847], [5.28515, -0.67843, -2.77821], [6.72505, -2.15689, -2.18849], [8.21217, -0.58987, -4.09195], [6.71221, -1.38145, -4.50202], [9.25613, -2.97926, -4.29321], [7.79450, -3.21830, -5.16187], [9.06222, -4.40278, -1.88455], [9.57847, -5.12157, -3.23443], [8.03179, -5.64925, -2.42020], [-3.65740, -3.58594, 0.74641], [-3.68387, -4.97932, 0.85494], [-2.60363, -5.50071, 1.51405], [-2.95348, -6.71411, 2.49015], [-3.36962, -7.94523, 1.86106], [-3.66414, -8.97075, 2.81375], [-4.73438, -10.04529, 2.36239], [-5.80189, -9.31328, 1.76770], [-6.96182, -10.08721, 1.49108], [-2.67064, -3.27448, 0.40377], [-3.88708, -3.14065, 1.71443], [-4.26754, -3.21657, -0.07784], [-2.13591, -4.81833, 2.22376], [-1.73277, -5.70219, 0.89028], [-3.73669, -6.41196, 3.18540], [-2.05705, -6.88883, 3.08512], [-4.18019, -7.72466, 1.30033], [-4.06751, -8.44097, 3.67673], [-2.72474, -9.42628, 3.12695], [-5.09814, -10.57358, 3.24368], [-4.22382, -10.71478, 1.67013], [-7.59780, -10.04907, 2.37549], [-6.66591, -11.11076, 1.26113], [-7.43068, -9.71152, 0.58163], [0.95477, -5.01141, 4.31875], [0.61992, -3.80672, 4.48431], [1.01630, -5.68143, 3.24091], [1.30512, -5.76110, 5.32275], [0.87973, -5.20184, 2.36260], [1.23043, -6.66838, 3.25417], [1.58709, -5.37126, 6.21080], [1.52451, -6.68738, 4.98512], [2.64127, 5.95454, -0.67565], [3.50953, 5.46086, -1.29041], [2.79827, 7.09036, -0.07967], [1.41069, 5.62959, -0.89462], [3.75610, 7.28113, 0.17770], [2.10318, 7.41396, 0.57777], [1.07367, 5.11040, -1.69272], [0.72431, 6.07647, -0.30360], [-1.67897, 7.31322, -3.72206], [-2.69445, 8.00163, -3.52826], [-0.61613, 7.34610, -3.04775], [-1.56881, 6.27645, -4.42191], [-0.46360, 8.09310, -2.38532], [0.12642, 6.66756, -3.13886], [-0.64818, 5.88807, -4.56926], [-2.30778, 5.97884, -5.04275], [-1.28389, 5.98755, 1.81551], [-0.31658, 6.36219, 1.19749], [-1.22265, 5.05222, 2.74693], [-2.42204, 6.61330, 1.76203], [-0.41250, 4.45143, 2.69393], [-2.01673, 4.76542, 3.30127], [-2.37141, 7.45772, 1.21022], [-3.25394, 6.46062, 2.31405], [-3.10101, 2.88729, 5.57102], [-2.38826, 3.00561, 4.59550], [-3.87030, 3.81320, 5.98635], [-3.02895, 1.84364, 6.24871], [-3.78584, 4.65385, 5.43293], [-4.21974, 3.77058, 6.93301], [-3.83425, 1.74624, 6.85046], [-2.75071, 1.02391, 5.72841], [1.73968, 4.18562, -4.03783], [0.96585, 5.20046, -4.06309], [3.00356, 4.15295, -3.66372], [1.37463, 3.03310, -4.39857], [3.43900, 3.25860, -3.83867], [3.29173, 4.79252, -2.93708], [0.49342, 3.06114, -4.89130], [1.85489, 2.14568, -4.44270], [2.81751, -2.19786, 7.06570], [3.51787, -1.79590, 6.14795], [3.00336, -1.77479, 8.30338], [1.68685, -2.84686, 6.95096], [3.81150, -1.21307, 8.53029], [2.41659, -2.17967, 9.01884], [1.33176, -3.25449, 6.09783], [1.26027, -3.11762, 7.82550]], "forces_ev_per_angstrom": [[2.1011, 0.7497, 0.2646], [0.3404, -1.8841, -0.5775], [-2.1229, 1.6521, -0.5646], [2.5227, -0.4166, 1.2610], [1.0454, 0.6192, -0.3178], [-0.7436, -0.6514, -0.3856], [-0.2379, 0.3356, -0.0834], [-1.0586, -0.3641, 0.0261], [0.4543, -0.5798, 0.7397], [0.3995, 0.3484, 0.3215], [0.2972, 0.1157, -0.5669], [-0.5671, 0.0853, 0.4071], [-1.1124, -0.6211, -0.7685], [0.0535, -0.3029, -0.2539], [-0.4206, 0.7839, 0.8449], [-0.1190, 0.1735, -0.1680], [-0.6772, 0.1113, -0.1364], [0.9831, -0.3805, 1.4547], [-0.1286, -1.2404, -2.4508], [-0.5043, -0.0225, 1.0200], [-2.3668, 0.9274, -1.7115], [1.2548, 1.3432, 0.2785], [0.4175, -0.7287, 0.1800], [-0.3719, 0.3152, -0.5062], [0.3110, -0.1499, 0.3413], [-0.4136, 0.5037, 0.3039], [0.2358, 0.0047, -0.2244], [0.9764, 0.0340, 0.1723], [0.5366, -0.3765, -0.4405], [-0.2982, 0.9969, -0.1297], [-0.7752, -1.1213, 0.6617], [0.7994, -0.6906, 0.3579], [-0.7294, 0.6915, 0.0393], [0.1074, 0.2929, 0.0280], [0.4110, 1.5257, -0.2181], [-0.2980, 1.8349, 0.1939], [0.3625, -0.3280, 1.0735], [-0.3862, 0.9774, -0.3309], [1.2301, 1.1299, -0.6660], [0.8729, -2.5485, 0.3045], [-0.3525, -0.1222, -0.6642], [-0.1212, -0.1479, -0.5700], [-0.1076, -0.6253, 0.5206], [-0.1976, -0.5622, 0.2340], [0.0268, -0.7842, -0.0781], [-0.9035, -0.1514, 0.2074], [0.1362, -0.4399, -0.1186], [0.5059, -0.7659, 0.0262], [-0.5063, 0.6208, 0.3408], [-0.7446, 0.6030, 0.4898], [0.1060, -0.1217, -0.5730], [0.9195, -0.2259, -0.9706], [2.2448, 0.3205, -1.6333], [-1.0942, -0.0039, 0.4695], [-0.0881, -1.7780, -0.4224], [-0.5565, 2.1601, -0.3077], [0.6202, -0.0873, 1.0334], [-0.3452, -0.6653, -0.0379], [-0.0598, 0.6554, 0.3444], [-0.0107, -0.3858, 0.3855], [0.2460, -0.1020, 0.4347], [-0.5765, 0.1629, -0.2564], [-0.1340, -0.4860, 0.0365], [-0.1792, 0.1530, 0.1935], [0.0928, -1.0401, 0.3460], [0.2936, 0.3938, -0.1646], [-0.8880, 0.7889, 0.3411], [-0.4093, 0.1372, 0.0070], [0.5451, -0.3027, -0.4111], [0.2116, 0.6192, -0.8722], [2.4073, 0.1766, -2.2228], [-1.2922, 0.1407, 0.0586], [-0.0393, 0.7771, -0.0568], [-0.4576, 0.3365, 0.0413], [-0.0481, -0.1372, 0.3119], [-0.0271, 0.0101, -0.0900], [-0.1036, 0.3049, 0.0336], [0.4297, 0.2348, -0.0917], [-0.7027, -0.1726, 1.5827], [0.2536, -0.4498, 0.9114], [-0.3399, -0.2582, 0.5562], [0.0414, -0.8264, 0.6015], [0.0615, 0.1590, -0.5518], [-0.6909, -0.3299, 0.0829], [-0.3650, -0.0653, 0.2315], [-0.7262, -1.7094, -0.7998], [0.4443, 0.5077, 0.0092], [0.4847, 0.2082, 0.7920], [-1.7859, 1.8273, -1.2181], [1.1675, -1.1037, -0.7771], [-0.3547, -0.5947, -0.6424], [-0.4398, 1.2884, 0.1306], [0.5376, -0.2505, 1.8335], [-1.1248, 0.0412, -0.6036], [1.1853, 0.1159, -0.3981], [0.5874, 0.3983, 0.3244], [-0.5025, 0.7439, 1.2827], [0.1144, 0.3559, 0.1187], [-0.3401, -0.5797, -0.2692], [0.4892, -0.6638, -0.4271], [-0.4803, -0.5541, 0.0194], [0.1272, -0.7971, 0.2388], [0.1636, 0.5044, -0.0918], [-0.0943, -0.1762, 0.5842], [0.2380, -0.0417, -0.1285], [-0.3504, 0.0602, 0.4181], [0.4086, -0.0196, -0.1937], [-0.0691, 0.1534, -0.0619], [0.3126, 0.2290, -0.1749], [2.0581, -0.0392, 1.2061], [-0.3472, -0.2757, -1.3250], [-0.1623, -2.1059, 0.6566], [-0.2863, 1.7527, 2.4272], [1.4767, 0.0455, -0.8852], [0.0399, -0.8563, -1.3792], [-0.7937, -1.2155, -1.5637], [-0.3083, 1.3830, 1.6619], [0.0729, 0.0242, -0.5158], [-0.7324, 0.2359, -0.1602], [0.4841, 0.4135, -0.2578], [-0.3208, 0.2366, -0.6773], [0.1458, 0.1739, -0.1958], [-1.1265, 0.0961, 0.4545], [-0.4952, 0.5048, -0.0665], [0.7233, -0.1312, -0.4392], [0.0826, -0.4060, -0.4396], [0.3082, 0.4833, 1.1625], [-0.2620, 0.2971, 0.4128], [0.0228, 0.2919, -0.5389], [0.0251, -0.4952, 0.0417], [-0.6209, 0.1009, 0.2030], [-0.0938, -0.2149, -0.1261], [0.2450, -0.2794, 0.3350], [-0.4637, 0.2207, -1.1741], [0.0528, -2.5323, -1.5452], [0.1552, 1.4854, 2.6170], [-2.4409, 0.1890, -0.0608], [1.3442, 0.6381, -0.8224], [-1.3057, 0.0238, 0.1556], [1.0122, -0.4821, 0.5513], [-0.0545, 1.7804, -1.3786], [0.5673, -1.1292, -0.0774], [-0.0234, -0.2193, 0.9414], [-0.2936, 0.0578, -0.5376], [-0.0364, 0.1559, 0.2303], [1.6158, 0.5719, 0.7459], [-0.2631, -0.2981, -0.4930], [-0.1161, 0.1739, 0.4618], [0.1148, -0.2471, -0.2160], [0.1351, -0.3723, -0.2995], [0.0338, -0.3626, 0.4647], [0.1014, -0.1957, -0.5421], [-0.9514, 0.2885, 0.1703], [0.8707, 0.1258, 0.4733], [0.6702, 0.4676, -0.3573], [-0.7132, -0.0931, 0.3782], [0.0301, -0.2158, 0.2752], [-1.0038, -1.3635, 1.5309], [-0.8579, 0.4298, -0.6681], [0.6330, 1.6329, 0.0270], [-0.3414, -1.9003, -1.1705], [-0.9610, 0.5096, 1.1433], [-0.8861, -1.6030, 0.2111], [0.2862, 0.3557, -1.2652], [0.0135, -0.9551, -0.5271], [0.4531, -0.0996, -0.2945], [-0.1173, 1.4372, 0.3752], [0.7609, -0.6652, -0.5348], [1.1560, 0.4721, -0.1702], [0.5155, -0.0462, 0.3025], [-0.3801, 0.0114, -0.3868], [-0.6518, -0.1839, -0.2747], [0.2948, 0.1347, -0.6194], [0.3001, -0.0782, 0.6842], [0.1730, -0.0180, -0.1070], [0.7742, 0.9324, 0.1192], [-0.1408, 0.4279, -0.0209], [-0.1220, 0.3427, 0.3935], [0.0760, 0.2081, 0.6539], [-0.1033, -0.0040, 0.3463], [0.2221, -0.2595, 0.4017], [0.0245, -0.7883, 0.1182], [-0.7048, 0.8459, 0.5222], [2.1022, 1.8744, -0.5485], [-0.3686, 1.1719, 0.8585], [2.2335, -2.0488, 0.5863], [-0.5765, 1.3915, -2.0445], [-0.3765, 0.4343, 1.9537], [-0.9123, -0.9231, 0.1689], [-0.4495, -0.0756, 0.6534], [-0.1072, 0.0693, -0.5959], [0.4663, -0.0361, 0.0744], [-0.8180, -0.5457, -0.5071], [-0.2272, -0.5159, 0.0858], [-1.2919, -1.2917, -0.0338], [0.0781, 0.0948, -0.0208], [0.1507, 0.4028, 0.0834], [-0.3693, 0.2150, 0.5453], [0.6919, -0.4875, -0.5921], [-0.4547, 0.6328, 0.5983], [-0.1704, -0.1550, -0.2657], [0.6487, -1.0014, -1.2492], [0.2122, 0.1196, 0.0793], [0.1995, 0.7306, -0.0375], [-0.1518, -0.0498, -0.3499], [0.2775, -0.5664, 0.5739], [-1.4529, 0.3347, -0.2018], [0.2381, 0.3635, 0.3990], [-0.5009, -0.8604, -0.0694], [0.6426, 1.9739, 0.9961], [-1.4755, -0.7116, -0.9129], [-1.1875, -0.6647, 0.8406], [0.4246, 0.4396, -1.1346], [2.2816, 1.2639, 0.2641], [0.2506, 0.3692, -0.2791], [0.2787, -0.0658, -0.0971], [-0.0542, -0.0322, -0.1634], [0.4700, 0.0154, 0.2197], [-0.1290, -0.2507, -0.1480], [0.3794, -0.0333, -0.0089], [-0.0675, -0.1761, -0.8454], [0.0393, -0.0696, 0.0500], [-0.0864, -0.2431, -0.0854], [0.5611, -0.3561, 0.9720], [0.2552, 0.1441, -0.2759], [-0.2233, 0.0428, -0.1122], [-0.3386, -0.7558, 0.1282], [-0.1932, 0.0141, 0.3312], [-0.2925, -0.0945, -0.5389], [-0.1942, 0.9727, 0.6054], [-0.3888, 0.2360, -1.2063], [1.2683, 0.2346, -0.0068], [-0.5555, 1.0169, -0.6625], [-0.4399, -0.4583, 3.0588], [-0.6944, -0.6521, -0.3842], [-0.3037, -0.9147, -0.4110], [1.8428, 0.3623, -0.9212], [-0.8755, 0.4282, 2.3544], [-0.1030, -0.0672, 0.4585], [-0.3016, -0.6421, 0.3349], [0.6189, -0.1756, -0.0159], [-0.1245, 0.4052, 0.2917], [-0.1579, -0.5671, -0.2143], [-0.2223, 0.4933, 0.3144], [-0.3528, -0.1458, -0.5570], [0.9135, -1.0476, -0.3854], [0.6153, -0.4414, -0.5590], [-0.2595, 0.1104, -0.6411], [0.1051, 0.2929, 0.5642], [0.0660, 0.3825, -0.3169], [-0.2176, 0.5083, 0.4768], [-0.6346, 0.0381, -1.7104], [0.3313, -0.3757, -0.4238], [0.8165, 0.4112, -0.5097], [-1.1266, -0.4673, -0.6122], [0.9970, -1.5487, 2.5050], [0.3448, 0.8009, -1.1974], [0.3790, 0.2595, -1.7526], [-1.1327, -0.3290, 0.5175], [1.0423, 1.9352, 0.1549], [0.4481, -0.1646, -0.2474], [0.8214, -0.0826, 0.0114], [0.4445, 0.2257, 0.3439], [-0.1219, 0.3373, -0.1037], [-0.6716, -0.3627, 0.3781], [-0.3874, 0.7837, 0.3015], [-0.2129, -0.6379, -0.7312], [-0.1453, 0.5735, 0.2709], [0.1917, -0.0512, 0.0201], [-0.2436, -0.2565, -0.0748], [-0.3174, -0.3184, 0.6982], [-0.0706, -0.4081, 0.0493], [0.1428, -0.2162, 0.0672], [-0.3964, -0.2860, -0.2874], [-0.3858, -0.1769, -0.2152], [-0.1274, -0.2480, 0.1570], [-0.1865, 0.2898, 0.3002], [-1.0042, 4.9787, 2.8025], [0.4232, -1.2633, -0.9794], [-0.5952, -1.6564, -5.4575], [0.7448, -2.2081, 2.8385], [-0.1762, -0.5780, 0.0864], [-0.0207, 0.4386, -0.5072], [-0.0732, -0.4103, -0.2420], [0.5378, -0.0125, 1.6003], [-1.8867, 0.4229, -2.0513], [5.4778, -2.9778, -2.2525], [1.2689, 3.9232, 3.7477], [-4.7283, -1.1653, 0.6532], [-0.1385, 0.1166, 0.0671], [-0.0058, 0.0234, -0.0507], [0.5272, -0.0093, 0.1547], [-0.4863, -0.2780, -0.2333], [-4.6559, 2.2620, 1.6231], [0.0428, 0.4559, -0.5830], [6.2884, 3.2771, 5.5819], [-1.7354, -5.7374, -6.1163], [-0.0656, -0.1257, -0.1629], [-0.0469, 0.1976, -0.0689], [-0.2876, -0.3999, -0.1965], [0.2248, 0.1274, -0.0227], [0.8004, -0.4126, 1.8154], [1.7313, 0.5083, -1.5736], [0.5907, -1.8415, 0.8748], [-3.2615, 2.7023, -1.1799], [-0.1333, -0.2407, 0.4699], [0.2842, -0.3997, -0.1666], [-0.4196, -0.1181, 0.0320], [0.4766, -0.2223, -0.1485], [2.9343, 1.8009, -4.1604], [1.0316, 0.9494, -2.5982], [-3.0577, 3.9455, 1.3100], [-0.8411, -6.4784, 4.4625], [-0.3852, 0.1802, 0.7263], [-0.1545, 0.6321, -0.3494], [0.2303, -0.9806, 0.3155], [0.1300, 0.0053, 0.3469], [0.2799, 4.0981, 0.8215], [1.4999, -1.3940, 0.4717], [1.7050, 1.0543, 0.3191], [-4.5567, -4.3422, -2.9032], [0.4102, 0.4731, 0.6214], [0.6344, -0.0142, 0.3203], [-0.0799, -0.5600, -0.1005], [0.3729, 0.2017, 0.3620], [0.8633, 2.1724, -1.6158], [0.4091, -0.4556, -0.6505], [0.8280, 0.4894, 2.9170], [-2.2552, -2.3454, 0.2847], [-0.2513, -0.2913, -0.0037], [0.5714, 0.5135, 0.2311], [-0.0987, 0.2701, -0.6210], [-0.3252, -0.0781, -0.5023]]}